Entry from the OMol25 dataset: C8H20ClMgO4 as an isolated structure at a distorted geometry (ωB97M-V/def2-TZVPD).

The geometry in XYZ format:
```
34
Properties=species:S:1:pos:R:3:forces:R:3:nbo_charge:R:1
Mg 0.81786 -2.43390 3.43431 -0.4 0.4 -0.9 1.787
Cl 0.22085 -1.71165 1.41743 0.4 -0.4 1.1 -0.776
C -5.64124 1.89178 1.82371 0.2 -0.6 0.4 -0.248
O -5.38873 1.29487 0.57915 1.1 -1.8 -0.6 -0.518
C -4.43188 0.17471 0.61319 -0.2 1.9 -0.5 -0.087
C -3.02735 0.58932 1.02205 0.6 1.0 -0.5 -0.088
O -2.41635 1.61000 0.12566 0.3 -0.6 2.2 -0.540
C -1.12825 2.06973 0.64157 -0.1 -1.0 -0.9 -0.252
H -4.68672 2.10123 2.30656 -0.1 0.9 0.1 0.151
H -6.14653 1.22614 2.52349 -0.3 -0.4 0.0 0.160
H -6.30917 2.73630 1.65421 0.5 0.2 0.1 0.216
H -4.36443 -0.22829 -0.39733 -0.5 0.1 0.0 0.199
H -4.73399 -0.60174 1.31602 -0.3 -0.1 0.1 0.175
H -2.36479 -0.27618 1.02660 0.0 -0.4 -0.3 0.143
H -3.06308 0.86169 2.07686 0.2 0.8 0.0 0.169
H -0.67270 1.35555 1.32750 -0.4 -0.2 0.5 0.143
H -1.04321 3.06406 1.07996 -0.8 0.0 0.0 0.203
H -0.41816 2.04339 -0.18499 -0.1 0.3 -0.4 0.168
C 5.87005 -0.58095 0.30708 2.4 -0.5 0.3 -0.287
O 4.65730 -1.08544 -0.17963 -1.3 -0.2 -0.2 -0.538
C 4.19262 -0.63774 -1.44209 -0.2 -0.1 0.6 -0.064
C 2.81530 -1.37161 -1.64488 1.3 0.8 0.1 -0.131
O 2.22207 -1.03167 -2.87876 -0.7 -0.3 0.8 -0.031
C 0.84491 -1.27852 -2.95664 -1.3 -0.2 -0.8 -0.332
H 6.11668 -0.88800 1.32344 -1.2 -0.2 0.4 0.211
H 6.10193 0.48406 0.31706 -0.8 0.3 -0.6 0.201
H 6.71173 -1.09454 -0.15756 0.0 0.2 -0.9 0.195
H 4.83195 -0.89265 -2.28730 0.3 -0.1 0.1 0.206
H 4.08278 0.44607 -1.40484 -0.3 0.1 -0.2 0.206
H 2.13503 -1.35130 -0.79345 -0.3 0.4 -0.1 0.239
H 3.02167 -2.43502 -1.76595 0.4 -0.7 -0.2 0.295
H 0.50413 -2.22731 -2.54218 0.7 -0.6 0.2 0.265
H 0.43460 -1.20031 -3.96343 0.7 0.2 -0.1 0.270
H 0.25513 -0.62209 -2.31683 0.3 0.9 0.3 0.289
```
Forces are in eV/Å.

ΔE to the lowest compared entry with this formula, charge and spin, eV: 4.177
HOMO-LUMO gap (alpha / beta), eV: 2.79 / 2.00
Multiplicity: 2
Energy, Ha: -1277.2236
Total charge: +2